{
  "formula": "C5H7N2O4",
  "method": "ωB97M-V with the def2-TZVPD basis set",
  "elements": ["O", "O", "O", "O", "N", "N", "C", "C", "C", "C", "C", "H", "H", "H", "H", "H", "H", "H"],
  "positions_angstrom": [[-1.346, -0.394, -0.261], [1.679, 3.148, 0.241], [3.186, 1.389, -0.012], [-1.450, 1.815, -0.072], [3.022, 0.015, -0.139], [-0.845, 0.666, -0.114], [-2.908, 1.805, -0.125], [1.787, -0.405, 0.004], [1.329, -1.774, -0.014], [1.041, 0.735, 0.158], [1.849, 1.986, 0.099], [1.347, -2.079, 0.964], [-3.334, 2.788, 0.044], [3.820, -0.649, 0.036], [0.352, -1.733, -0.367], [-3.272, 1.182, 0.686], [2.139, -2.315, -0.460], [-3.207, 1.341, -1.105]],
  "multiplicity": 3,
  "s2": 2.041,
  "charge": 1,
  "homo_energy_ha": [-0.4308, -0.5687],
  "e_above_lowest_kj_mol": 0.0,
  "e_lumo_ev": [-4.36, -7.35],
  "homo_lumo_gap_ev": [7.36, 8.12]
}

=====

{
  "formula": "C36H38Br4N5O3P2Ti",
  "method": "ωB97M-V with the def2-TZVPD basis set",
  "elements": ["Br", "Br", "Br", "Br", "Ti", "P", "P", "O", "O", "O", "N", "N", "N", "N", "N", "C", "C", "C", "C", "C", "C", "C", "C", "C", "C", "C", "C", "C", "C", "C", "C", "C", "C", "C", "C", "C", "C", "C", "C", "C", "C", "C", "C", "C", "C", "C", "C", "C", "C", "C", "C", "H", "H", "H", "H", "H", "H", "H", "H", "H", "H", "H", "H", "H", "H", "H", "H", "H", "H", "H", "H", "H", "H", "H", "H", "H", "H", "H", "H", "H", "H", "H", "H", "H", "H", "H", "H", "H", "H"],
  "positions_angstrom": [[-7.711, -2.603, -0.886], [-5.765, 2.712, -1.398], [-4.703, -3.687, 0.241], [-8.321, 0.562, -0.920], [-1.461, 0.329, 0.298], [0.400, -1.269, 1.337], [-0.467, -0.803, -1.827], [-3.137, 1.217, -0.333], [-0.358, 3.843, 2.370], [-2.752, -1.170, 0.230], [2.928, -1.752, 0.375], [-2.173, 0.799, 2.350], [2.150, 2.478, 0.471], [-0.638, 2.177, 0.758], [2.084, -1.257, -2.366], [5.642, -2.144, -2.826], [-0.512, -0.024, -3.497], [-0.836, 2.753, 2.001], [4.185, 3.435, -0.339], [3.431, 4.129, -1.295], [3.406, -1.591, -2.033], [2.261, 0.208, 2.822], [1.649, -1.498, 0.015], [0.295, -0.699, 4.120], [-5.473, 0.901, -0.859], [-6.307, -1.387, -0.497], [-2.209, 2.577, 4.005], [1.386, 3.221, -0.307], [-1.778, 1.995, 2.811], [-2.982, 0.058, 3.164], [-5.047, -1.857, -0.194], [-1.270, -2.497, -2.033], [5.192, -2.171, -0.413], [0.551, 1.105, -3.665], [3.827, -1.846, -0.675], [-3.495, 0.574, 4.330], [-0.110, 3.118, -0.223], [-3.120, 1.878, 4.780], [2.109, -2.320, 3.347], [-6.518, 0.005, -0.735], [3.488, 2.601, 0.512], [4.321, -1.882, -3.082], [-4.198, 0.438, -0.461], [-3.998, -0.914, -0.162], [-0.300, -1.106, -4.553], [1.249, -1.201, -1.340], [6.107, -2.245, -1.503], [1.356, -1.030, 3.015], [-1.861, 0.635, -3.754], [-0.415, -2.952, 1.566], [2.045, 4.057, -1.253], [1.423, 4.654, -1.896], [-2.081, -2.441, -2.741], [-3.515, 2.340, 5.702], [-0.150, -0.635, -5.498], [-0.460, -1.453, 4.258], [6.395, -2.252, -3.597], [-1.144, -1.795, -4.645], [2.664, 0.481, 3.790], [-1.738, 3.537, 4.231], [0.849, -0.573, 5.083], [-1.917, 1.615, -3.279], [0.496, 1.873, -2.869], [-0.208, 0.247, 3.990], [3.875, -1.830, -4.087], [1.778, 1.064, 2.362], [-0.514, 4.077, 0.066], [-1.891, 0.816, -4.851], [-4.158, -0.017, 4.947], [0.394, 1.663, -4.589], [-2.714, 0.054, -3.441], [3.109, -0.061, 2.161], [4.036, 1.912, 1.157], [0.266, -3.757, 1.284], [-0.664, -3.074, 2.623], [2.400, -2.824, 2.435], [-1.735, -2.777, -1.096], [-1.300, -3.004, 0.950], [5.522, -2.224, 0.615], [-0.519, -3.224, -2.375], [1.500, -2.961, 3.958], [-3.262, -0.928, 2.819], [3.015, -2.131, 3.879], [5.273, 3.534, -0.241], [-0.494, 2.884, -1.206], [0.643, -1.674, -4.334], [1.579, 0.674, -3.653], [7.173, -2.297, -1.280], [3.922, 4.600, -2.122]],
  "multiplicity": 3,
  "s2": 2.023,
  "charge": -1,
  "homo_energy_ha": [-0.1007, -0.1904],
  "e_above_lowest_kj_mol": 0.0,
  "e_lumo_ev": [1.97, 1.92],
  "homo_lumo_gap_ev": [4.71, 7.10]
}

=====

{
  "formula": "C5H10O2",
  "method": "ωB97M-V with the def2-TZVPD basis set",
  "elements": ["O", "O", "C", "C", "C", "C", "C", "H", "H", "H", "H", "H", "H", "H", "H", "H", "H"],
  "positions_angstrom": [[-2.306, 1.166, 0.177], [0.846, 1.582, -0.487], [-1.698, -1.119, 0.131], [2.600, 0.069, 0.197], [1.392, 0.271, -0.603], [0.084, 0.582, 0.111], [-1.427, 0.261, -0.366], [-1.687, -1.059, 1.169], [-2.952, 0.872, 0.882], [2.713, -0.910, 0.767], [-1.629, 0.422, -1.528], [0.159, 0.406, 1.225], [1.428, 0.018, -1.665], [-1.080, -1.990, -0.120], [3.471, -0.076, -0.479], [-2.677, -1.489, -0.198], [2.760, 0.992, 0.786]],
  "multiplicity": 1,
  "charge": 0,
  "homo_energy_ha": -0.3561,
  "e_above_lowest_kj_mol": 320.0,
  "e_lumo_ev": 0.97,
  "homo_lumo_gap_ev": 10.66,
  "smiles": "C[C@@H]1O[C@H]1[C@@H](C)O"
}

=====

{
  "formula": "C3H7N2",
  "method": "ωB97M-V with the def2-TZVPD basis set",
  "elements": ["N", "N", "C", "C", "C", "H", "H", "H", "H", "H", "H", "H"],
  "positions_angstrom": [[-0.041, -0.019, -2.400], [0.254, 0.059, 1.193], [0.874, 0.546, -0.088], [-0.987, -0.598, 0.655], [0.029, -0.156, -1.220], [1.032, -0.540, 1.571], [-1.316, -1.532, 0.990], [-0.716, -0.491, -3.122], [0.738, 1.702, -0.175], [-1.801, 0.015, 0.696], [1.913, 0.236, 0.011], [0.020, 0.778, 1.889]],
  "multiplicity": 1,
  "charge": 1,
  "homo_energy_ha": -0.4938,
  "e_above_lowest_kj_mol": 351.2,
  "e_lumo_ev": -4.10,
  "homo_lumo_gap_ev": 9.34
}

=====

{
  "formula": "C23H27OSi",
  "method": "ωB97M-V with the def2-TZVPD basis set",
  "elements": ["Si", "O", "C", "C", "C", "C", "C", "C", "C", "C", "C", "C", "C", "C", "C", "C", "C", "C", "C", "C", "C", "C", "C", "C", "C", "H", "H", "H", "H", "H", "H", "H", "H", "H", "H", "H", "H", "H", "H", "H", "H", "H", "H", "H", "H", "H", "H", "H", "H", "H", "H", "H"],
  "positions_angstrom": [[1.880, -1.079, -0.215], [1.610, -1.511, 1.398], [3.407, -2.087, 3.645], [-4.128, -1.723, -1.330], [-2.339, 2.198, -3.257], [-2.815, -2.114, -1.948], [2.770, 0.205, 4.232], [-4.222, -0.361, -1.171], [-3.166, 0.304, -1.849], [-4.934, 3.320, -3.280], [-2.121, -0.715, -2.204], [3.716, -0.912, -0.510], [1.631, -0.690, 2.455], [2.570, -0.975, 3.526], [-4.656, 2.215, -2.478], [4.702, -0.850, 5.272], [3.822, 0.245, 5.147], [-2.605, 3.325, -4.043], [1.141, 0.594, -0.623], [1.117, 0.593, 2.598], [4.490, -2.017, 4.512], [0.972, -2.528, -0.922], [1.779, 1.269, 3.758], [-3.370, 1.579, -2.492], [-3.898, 3.890, -4.045], [3.886, -0.584, -1.547], [1.422, -3.464, -0.561], [-1.679, -0.588, -3.198], [0.416, 1.072, 1.924], [5.567, -0.787, 5.934], [2.277, 2.217, 3.504], [-4.920, -2.430, -1.114], [4.277, -1.846, -0.374], [3.955, 1.140, 5.752], [1.593, 1.411, -0.038], [-5.034, 0.157, -0.677], [-2.200, -2.643, -1.204], [4.189, -0.155, 0.135], [1.345, 0.815, -1.682], [-4.104, 4.740, -4.713], [-1.332, 1.762, -3.209], [0.052, 0.656, -0.478], [5.173, -2.861, 4.599], [-5.952, 3.724, -3.341], [-1.286, -0.685, -1.498], [-2.882, -2.769, -2.836], [1.064, 1.487, 4.568], [-1.809, 3.717, -4.690], [-0.081, -2.554, -0.604], [3.171, -2.965, 3.050], [1.002, -2.537, -2.014], [-5.464, 1.796, -1.868]],
  "multiplicity": 1,
  "charge": 1,
  "homo_energy_ha": -0.3537,
  "e_above_lowest_kj_mol": 0.0,
  "e_lumo_ev": -5.76,
  "homo_lumo_gap_ev": 3.86
}

=====

What did the third record say?
{
  "formula": "C5H10O2",
  "method": "ωB97M-V with the def2-TZVPD basis set",
  "elements": ["O", "O", "C", "C", "C", "C", "C", "H", "H", "H", "H", "H", "H", "H", "H", "H", "H"],
  "positions_angstrom": [[-2.306, 1.166, 0.177], [0.846, 1.582, -0.487], [-1.698, -1.119, 0.131], [2.600, 0.069, 0.197], [1.392, 0.271, -0.603], [0.084, 0.582, 0.111], [-1.427, 0.261, -0.366], [-1.687, -1.059, 1.169], [-2.952, 0.872, 0.882], [2.713, -0.910, 0.767], [-1.629, 0.422, -1.528], [0.159, 0.406, 1.225], [1.428, 0.018, -1.665], [-1.080, -1.990, -0.120], [3.471, -0.076, -0.479], [-2.677, -1.489, -0.198], [2.760, 0.992, 0.786]],
  "multiplicity": 1,
  "charge": 0,
  "homo_energy_ha": -0.3561,
  "e_above_lowest_kj_mol": 320.0,
  "e_lumo_ev": 0.97,
  "homo_lumo_gap_ev": 10.66,
  "smiles": "C[C@@H]1O[C@H]1[C@@H](C)O"
}

=====

Question: Number 2 is which compound?
Answer: C36H38Br4N5O3P2Ti